Formula: C2H11N4OP
Source: the Open Molecules 2025 dataset
Level of theory: the ωB97M-V functional and the def2-TZVPD basis

Structure (ORCA input):
```
! RIJCOSX wB97M-V def2-TZVPD def2/J DEFGRID3
* xyz 0 3
C -0.694 -1.331 -1.395
C 1.519 -0.381 -1.646
N -1.993 1.282 0.957
N 1.804 0.127 1.297
N -0.576 1.176 0.958
N 0.402 -0.564 -0.752
O -2.489 0.593 2.133
P 0.266 -0.398 0.885
H -0.296 -1.977 -2.136
H -1.033 -2.061 -0.553
H -1.563 -0.643 -1.755
H 2.522 -0.273 -1.100
H 1.369 -1.107 -2.416
H 1.524 0.667 -2.154
H -2.326 0.793 0.197
H -2.678 1.337 2.737
H 2.302 0.115 2.130
H 2.151 0.993 0.821
H -0.211 1.652 1.793
*
```

Computed properties:
Orbital gap (alpha / beta) ... 4.18 / 6.86 eV
<S²> ... 2.01
Electronic energy ... -19541.5493 eV

These are the Löwdin partial charges, in e, on atoms 1 to 5: -0.150 -0.149 -0.127 -0.214 -0.185



Formula: C2H11N7
Source: the Open Molecules 2025 dataset
Level of theory: the ωB97M-V functional and the def2-TZVPD basis

Structure (ORCA input):
```
! RIJCOSX wB97M-V def2-TZVPD def2/J DEFGRID3
* xyz 0 1
C -1.302 -1.169 -0.513
N -1.099 -2.363 -1.122
N -1.440 -0.029 -1.159
N 0.726 -1.096 0.582
N 1.150 -2.214 0.828
H -1.705 -1.205 0.489
H -1.335 0.916 -0.565
H -1.008 0.033 -2.072
H -0.646 -2.330 -2.025
H -0.701 -3.077 -0.522
H 1.975 -2.202 1.472
C 0.469 1.841 0.519
N 1.153 1.303 1.541
N 1.172 1.814 -0.691
N -0.812 2.159 0.406
H 1.114 -0.108 1.102
H 0.606 1.360 2.396
H 2.173 1.828 -0.576
H 0.777 2.409 -1.403
H -1.268 2.130 1.313
*
```

Computed properties:
Orbital gap ... 8.29 eV
Electronic energy ... -12680.7323 eV

These are the Löwdin partial charges, in e, on atoms 1 to 5: -0.300 0.101 0.107 -0.047 -0.009



Formula: C2H11N8OS
Source: the Open Molecules 2025 dataset
Level of theory: the ωB97M-V functional and the def2-TZVPD basis

Structure (ORCA input):
```
! RIJCOSX wB97M-V def2-TZVPD def2/J DEFGRID3
* xyz 1 1
C 1.558 -1.389 -0.423
C -0.019 2.257 -0.610
N 2.754 -1.777 0.056
N -0.141 1.539 -1.795
N -1.434 -0.591 2.101
N 0.458 -1.842 0.136
N -0.997 2.021 0.249
N -0.825 -1.375 -0.093
N -1.142 -0.280 0.676
N -1.751 0.831 0.116
O 1.489 -0.570 -1.439
S 1.285 3.225 -0.366
H 2.765 -2.649 0.680
H 3.505 -1.351 -0.376
H -0.926 0.884 -1.755
H 0.067 1.968 -2.654
H -0.824 0.085 2.548
H -2.396 -0.409 2.176
H 0.697 -2.350 1.084
H -0.746 2.467 1.104
H -1.504 -2.041 -0.335
H -2.756 1.040 0.355
H 0.883 0.305 -1.434
*
```

Computed properties:
Orbital gap ... 8.93 eV
Electronic energy ... -27045.6705 eV

These are the Löwdin partial charges, in e, on atoms 1 to 5: -0.436 -0.968 0.233 0.057 0.123